{
  "formula": "C22H31N2O3",
  "method": "ωB97M-V/def2-TZVPD",
  "energy_ha": -1191.90849,
  "lumo_energy_ev": -2.176,
  "total_charge": 1,
  "de_lowest_kcal_mol": 33.1,
  "homo_lumo_gap_ev": 8.332,
  "symbols": ["C", "H", "C", "H", "H", "C", "H", "H", "H", "O", "H", "C", "H", "C", "H", "N", "H", "C", "H", "C", "O", "C", "C", "H", "O", "C", "H", "H", "H", "H", "C", "H", "H", "H", "H", "H", "H", "C", "C", "C", "N", "H", "H", "C", "H", "C", "H", "H", "C", "C", "H", "H", "C", "H", "H", "C", "C", "C"],
  "coordinates": [[4.254, -2.141, 0.632], [-4.889, 0.359, -0.090], [1.540, 1.261, 1.620], [-1.711, 0.477, 2.093], [4.691, 1.126, 2.384], [-3.935, 0.378, 0.440], [-2.804, -3.578, 0.595], [3.749, 1.397, -2.865], [4.213, -1.798, 1.666], [-0.540, -1.435, -0.360], [4.097, 1.298, 0.713], [3.436, -0.564, -1.144], [-4.218, 2.535, 0.337], [2.418, 0.053, -1.859], [-2.033, -0.149, -2.273], [-2.244, 2.119, -0.052], [-2.003, -0.222, 0.062], [2.722, 1.048, -2.935], [0.064, 3.109, -0.789], [0.391, 0.677, 2.153], [-2.838, -1.934, 1.841], [-0.855, 0.937, 1.621], [3.159, -1.497, -0.157], [-1.504, 2.088, -1.989], [2.710, 0.916, 2.206], [1.401, 2.143, 0.552], [-2.563, -2.479, 2.585], [0.499, 0.018, 3.000], [-4.247, -1.966, -0.450], [4.464, -0.319, -1.368], [-2.456, -2.536, 0.624], [-4.040, -0.165, 1.378], [-3.757, 0.274, -2.234], [4.142, -3.223, 0.635], [2.053, 1.904, -2.872], [-3.212, 2.505, -1.832], [3.855, 2.619, 1.896], [-3.173, -1.777, -0.504], [0.152, 2.405, 0.024], [-3.450, 1.834, 0.679], [-2.935, -0.320, -0.396], [5.229, -1.892, 0.224], [-2.793, -2.138, -1.460], [-0.993, 1.800, 0.531], [-0.454, -2.464, 1.434], [0.814, -1.209, -0.581], [-0.592, -3.467, -0.033], [-3.279, 2.025, 1.737], [-2.422, 1.850, -1.455], [-2.809, 0.360, -1.700], [2.588, 0.591, -3.915], [1.636, -2.554, 0.886], [-0.918, -2.533, 0.442], [2.259, 2.637, 0.127], [0.298, 0.188, -2.115], [1.104, -0.278, -1.570], [1.835, -1.824, 0.119], [3.897, 1.534, 1.762]],
  "atomic_forces_ev_per_a": [[0.00, -0.01, 0.05], [0.10, -0.11, -0.06], [-0.23, -0.02, 0.01], [-0.12, -0.06, 0.01], [-0.02, 0.06, -0.06], [-0.49, 0.42, 0.61], [0.05, 0.16, -0.08], [0.06, 0.07, -0.03], [0.05, 0.00, 0.10], [0.23, 0.01, -0.12], [-0.01, 0.03, 0.03], [-0.04, -0.06, 0.07], [0.00, -0.10, 0.08], [-0.19, -0.09, 0.06], [-0.09, -0.09, 0.11], [-0.08, 0.26, 0.05], [-0.31, -0.02, -0.24], [0.00, -0.07, -0.04], [-0.02, 0.12, -0.09], [0.31, 0.04, 0.00], [-0.14, 0.16, 0.28], [0.01, 0.25, -0.05], [-0.07, 0.07, -0.12], [-0.10, -0.04, -0.04], [-0.27, -0.15, 0.11], [0.22, -0.04, 0.18], [0.02, -0.01, -0.04], [0.02, -0.08, 0.13], [0.07, 0.11, -0.05], [0.14, 0.03, -0.02], [0.39, -0.10, -0.40], [0.01, 0.01, -0.22], [0.02, -0.13, 0.10], [0.05, -0.08, 0.02], [-0.03, 0.11, -0.03], [0.07, -0.07, -0.05], [-0.01, -0.03, -0.01], [-0.02, -0.89, 0.26], [-0.12, -0.10, 0.12], [-0.10, 0.11, 0.04], [0.46, 0.01, 0.30], [0.09, -0.02, 0.00], [-0.05, 0.14, 0.03], [0.30, 0.09, 0.11], [-0.07, -0.04, -0.08], [-0.04, 0.17, -0.22], [0.01, 0.08, 0.03], [-0.07, -0.06, -0.05], [-0.07, 0.01, -0.18], [0.22, 0.40, -0.67], [0.01, 0.04, -0.09], [-0.06, -0.09, 0.12], [-0.13, -0.33, 0.11], [0.14, 0.04, -0.05], [-0.15, 0.08, -0.07], [0.03, -0.22, 0.04], [-0.22, -0.11, 0.06], [0.22, 0.13, -0.07]],
  "lowdin_charge": [-0.03, 0.14, -0.28, 0.11, 0.10, -0.07, 0.16, 0.08, 0.09, -0.10, 0.08, -0.02, 0.13, -0.27, 0.12, -0.12, 0.13, -0.03, 0.12, 0.01, -0.02, -0.03, -0.26, 0.12, -0.08, 0.00, 0.12, 0.13, 0.15, 0.12, -0.29, 0.12, 0.14, 0.09, 0.08, 0.13, 0.10, -0.04, -0.01, -0.12, -0.11, 0.08, 0.15, -0.24, 0.13, -0.23, 0.15, 0.13, -0.11, -0.06, 0.09, 0.12, -0.12, 0.12, 0.11, 0.01, 0.02, -0.07]
}